# 1
{"formula": "C21H24F6N3O3", "method": "wB97M-V/def2-TZVPD", "symbols": ["O", "C", "O", "C", "F", "F", "C", "F", "F", "C", "F", "F", "C", "O", "C", "C", "N", "C", "C", "C", "C", "C", "C", "N", "H", "H", "H", "H", "H", "H", "C", "C", "C", "N", "C", "C", "C", "C", "C", "H", "H", "H", "H", "H", "H", "H", "H", "H", "H", "H", "H", "H", "H", "H", "H", "H", "H"], "coordinates": [[-4.511520, -3.625156, 4.625675], [-4.640857, -4.500963, 3.815939], [-3.844417, -5.616328, 3.864649], [-5.697023, -4.412089, 2.671416], [-6.234883, -5.599826, 2.360681], [-6.691849, -3.642393, 3.147701], [-5.041054, -3.676401, 1.434816], [-3.780090, -3.299498, 1.776541], [-5.756086, -2.561778, 1.207379], [-4.903048, -4.542013, 0.160071], [-4.204293, -5.634797, 0.532623], [-6.102119, -4.885171, -0.328383], [-4.022911, -3.851416, -0.961804], [-3.434946, -4.557268, -1.737679], [-3.885071, -2.324611, -1.051507], [-4.920803, -1.550706, -1.652166], [-4.908725, -0.250458, -1.794714], [-3.781914, 0.287919, -1.248219], [-3.630810, 1.704913, -1.291986], [-2.541247, 2.320445, -0.786176], [-1.495178, 1.566469, -0.152943], [-1.626688, 0.218778, -0.102527], [-2.757399, -0.448942, -0.645111], [-2.793908, -1.806536, -0.556961], [-2.925015, -5.327345, 3.789471], [-5.793473, -2.086448, -2.040088], [-4.385923, 2.338782, -1.756960], [-2.416615, 3.401370, -0.837906], [-0.605526, 2.010991, 0.283934], [-0.859349, -0.392329, 0.376869], [6.959706, 3.531735, 0.712147], [5.785727, 2.645868, 1.141658], [5.241749, 1.714170, 0.060492], [4.189603, 2.314342, -0.853943], [4.605310, 3.636188, -1.414264], [3.931754, 1.346720, -2.010464], [2.836691, 0.429933, -1.511989], [1.926380, 1.365934, -0.730571], [2.844414, 2.430060, -0.128775], [6.654652, 4.373433, 0.093745], [7.446022, 3.952993, 1.591171], [7.705698, 2.957748, 0.159761], [4.993413, 3.257907, 1.580956], [6.158380, 2.005919, 1.943696], [4.767307, 0.853010, 0.530283], [6.052057, 1.349791, -0.571056], [5.589478, 3.529634, -1.862930], [4.598871, 4.372394, -0.615902], [3.879490, 3.934614, -2.167558], [3.586971, 1.930083, -2.862989], [4.855563, 0.835276, -2.269909], [3.245775, -0.348707, -0.865435], [2.313483, -0.061723, -2.330033], [1.362571, 0.838504, 0.035311], [1.201162, 1.835383, -1.395842], [3.007514, 2.280889, 0.935112], [2.453006, 3.430706, -0.295307]], "forces_ev_per_a": [[-0.519, -0.309, -1.087], [1.090, 0.101, 1.609], [-0.817, 0.250, -1.348], [0.058, 0.175, 0.949], [0.361, -0.034, -0.222], [0.058, 0.005, -0.227], [-0.507, -0.253, 0.263], [-0.069, -0.074, -0.033], [0.165, -0.090, -0.435], [0.945, 0.531, 0.051], [-0.366, -0.149, -0.072], [0.032, 0.035, -0.005], [0.377, 0.114, -0.700], [-0.496, 0.343, 0.626], [-0.233, -0.337, 0.280], [-0.950, -0.586, -0.481], [0.931, -1.001, 0.658], [-0.159, 1.570, -0.205], [-0.441, 0.352, -0.404], [1.413, 0.322, 0.748], [-0.695, 0.018, -0.420], [0.443, -0.444, 0.285], [0.598, -0.247, 0.197], [-0.599, 0.074, -0.241], [0.020, -0.039, 0.438], [0.205, 0.170, 0.088], [-0.055, -0.510, 0.044], [-0.261, -0.213, -0.056], [-0.340, 0.272, -0.101], [-0.295, 0.000, -0.157], [-0.079, 0.104, -0.001], [0.306, 0.153, -0.102], [-0.060, 0.110, 0.276], [-0.189, -0.142, -0.411], [-0.107, -0.086, 0.185], [-0.085, -0.145, 0.137], [0.079, -0.192, 0.116], [-0.186, 0.025, -0.036], [-0.015, -0.038, -0.096], [0.054, -0.005, -0.020], [0.008, -0.047, -0.013], [0.006, -0.007, 0.040], [-0.053, -0.097, 0.012], [-0.189, -0.090, -0.012], [-0.049, -0.030, -0.145], [-0.022, 0.092, -0.047], [0.013, 0.093, 0.023], [0.189, -0.007, -0.029], [0.007, -0.054, 0.012], [0.042, 0.067, 0.063], [0.044, 0.141, -0.008], [0.003, -0.003, -0.046], [0.077, 0.001, -0.010], [0.025, 0.037, 0.015], [0.027, -0.038, -0.006], [0.139, 0.085, -0.025], [0.120, 0.030, 0.089]], "lowdin_charge": [0.18, -0.39, 0.12, -0.35, 0.16, 0.15, -0.33, 0.14, 0.16, -0.38, 0.15, 0.17, -0.19, 0.19, -0.18, -0.05, 0.17, -0.21, -0.01, -0.07, -0.09, -0.03, -0.20, 0.21, 0.13, 0.14, 0.12, 0.11, 0.09, 0.11, -0.09, -0.21, -0.12, -0.25, 0.01, -0.09, -0.14, -0.15, -0.07, 0.06, 0.08, 0.09, 0.11, 0.12, 0.14, 0.14, 0.12, 0.10, 0.11, 0.14, 0.14, 0.12, 0.13, 0.11, 0.12, 0.13, 0.13], "energy_ev": -49076.7966, "charge": 1}

---

# 2
{"formula": "C3H6N2O2S", "method": "wB97M-V/def2-TZVPD", "symbols": ["C", "C", "C", "H", "H", "H", "H", "H", "H", "N", "N", "O", "O", "S"], "coordinates": [[-0.973324, -0.695116, 2.166088], [0.937052, 0.805877, 0.635498], [0.093696, 0.130720, -2.303509], [-1.492478, -0.589533, 3.155379], [-0.466745, -1.696920, 2.215715], [-1.697852, -0.700553, 1.305370], [1.993801, 0.393535, -1.461668], [0.460758, 0.271769, -3.357417], [-1.306877, -0.059826, -1.126987], [1.137625, -0.201743, -1.432419], [-1.129711, 0.221968, -2.136820], [1.569282, 1.755442, 0.230468], [0.689222, -0.319432, -0.076016], [0.185552, 0.683812, 2.186318]], "forces_ev_per_a": [[-0.343, -1.357, 0.107], [0.074, 0.624, -0.637], [2.161, 0.526, -2.188], [0.208, 0.058, -1.051], [-0.304, 1.041, -0.248], [0.727, 0.250, 1.001], [-1.132, -0.472, -0.011], [0.141, 0.012, 1.083], [-0.211, 0.695, -1.278], [0.420, -0.185, 0.428], [-1.658, -0.942, 2.440], [-0.424, -0.976, 0.551], [0.484, 0.100, -1.218], [-0.143, 0.626, 1.021]], "lowdin_charge": [-0.40, -0.84, -0.33, 0.05, 0.06, 0.05, 0.15, 0.13, 0.06, 0.03, 0.10, 0.04, -0.10, 0.98], "smiles": "[H]/N=C\\NOC(=O)SC", "relative_energy_kcal_mol": 71.4, "charge": 0}

---

# 3
{"formula": "C15H26ILaO2P2S", "method": "wB97M-V/def2-TZVPD", "symbols": ["C", "C", "H", "H", "H", "O", "I", "La", "P", "C", "C", "H", "H", "H", "H", "H", "H", "C", "H", "H", "H", "P", "C", "C", "H", "H", "H", "C", "H", "H", "H", "H", "H", "H", "C", "O", "S", "C", "C", "C", "C", "C", "C", "H", "H", "H", "H", "H"], "coordinates": [[-0.039746, 0.087726, -6.940502], [-0.036138, 0.885232, -5.730355], [-0.037252, 0.685502, -7.882625], [-0.949830, -0.531017, -6.863602], [0.864467, -0.539499, -6.864050], [-0.029302, 1.714630, -4.916052], [-0.024615, -3.092133, -2.698352], [-0.059078, -0.813548, -0.852167], [2.615711, 0.041225, -0.261688], [3.354604, 1.373755, 0.720722], [3.471888, -1.418218, 0.449186], [4.555210, -1.316361, 0.303794], [4.554102, -0.225397, -1.747814], [3.131538, -2.336888, -0.050090], [3.018546, -0.446091, -2.614413], [3.010875, 1.269983, 1.757026], [3.248056, -1.486664, 1.520453], [3.530631, 0.158210, -1.849103], [4.452765, 1.325363, 0.712429], [3.572966, 1.205884, -2.171295], [3.038103, 2.339835, 0.310865], [-2.739219, 0.077190, -0.316069], [-3.465918, 1.456014, 0.612281], [-3.586975, 0.221999, -1.937818], [-3.420043, -2.258363, -0.193834], [-4.748025, -1.163899, 0.279723], [-3.405675, -1.489021, 1.418557], [-3.671032, -1.347211, 0.365975], [-3.058551, -0.389492, -2.685461], [-4.622884, -0.139031, -1.880676], [-4.556502, 1.352102, 0.700477], [-3.239557, 2.399650, 0.099815], [-3.593998, 1.272565, -2.253636], [-3.037320, 1.458282, 1.621304], [-0.012853, 1.546472, 0.254248], [0.004849, 2.532049, 0.859210], [-0.023349, -2.190894, 1.598460], [0.052142, -1.217228, 3.014507], [1.245051, -1.175421, 3.774618], [1.374267, -0.230652, 4.792327], [0.309414, 0.625089, 5.111265], [-0.927881, 0.463931, 4.463994], [-1.081502, -0.479064, 3.448409], [2.042127, -1.894549, 3.553055], [2.302059, -0.152896, 5.362642], [0.438026, 1.409999, 5.860803], [-1.771920, 1.088793, 4.764153], [-2.048234, -0.657934, 2.979287]], "forces_ev_per_a": [[-0.014, -0.490, 0.703], [0.057, 5.010, 2.189], [0.000, 0.084, 0.858], [0.230, -0.089, -0.203], [-0.227, -0.085, -0.197], [-0.044, -4.580, -3.549], [0.008, -0.262, -0.811], [-0.002, -1.875, 1.372], [2.289, -0.227, 0.344], [-0.149, 0.336, 0.129], [-0.304, -0.292, 0.065], [-0.260, 0.075, 0.026], [-0.268, 0.149, 0.054], [0.102, 0.173, 0.238], [0.234, 0.171, 0.088], [0.022, 0.165, -0.164], [-0.026, -0.081, -0.285], [-0.234, 0.116, -0.402], [-0.322, -0.101, -0.101], [-0.024, -0.223, -0.068], [0.095, -0.069, 0.255], [-2.196, -0.029, 0.197], [0.134, 0.292, 0.195], [0.174, 0.061, -0.373], [-0.049, 0.132, 0.232], [0.210, 0.067, -0.020], [-0.035, -0.119, -0.238], [0.347, -0.255, 0.103], [-0.232, 0.163, 0.062], [0.283, 0.146, 0.053], [0.308, -0.064, -0.134], [-0.018, -0.120, 0.277], [0.027, -0.234, -0.066], [-0.075, 0.176, -0.155], [-0.001, 4.898, 2.774], [-0.042, -3.663, -2.198], [-0.162, -0.623, -2.020], [-0.160, 1.046, 1.508], [-0.471, 0.259, -0.295], [-0.275, 0.150, 0.208], [-0.112, -0.161, -0.398], [0.265, 0.050, 0.245], [1.042, 0.065, -0.093], [-0.253, 0.433, 0.022], [-0.249, -0.098, -0.209], [-0.086, -0.387, -0.188], [0.214, -0.246, -0.059], [0.245, 0.156, 0.029]], "lowdin_charge": [0.09, 0.08, 0.17, 0.15, 0.15, 0.36, -0.09, 0.72, 0.67, -0.26, -0.26, 0.06, 0.06, 0.05, 0.03, 0.06, 0.03, -0.27, 0.07, 0.05, 0.05, 0.66, -0.26, -0.27, 0.06, 0.06, 0.03, -0.26, 0.02, 0.06, 0.07, 0.05, 0.05, 0.04, -0.17, 0.13, 0.48, -0.73, -0.13, -0.08, -0.08, -0.08, -0.13, 0.10, 0.11, 0.11, 0.11, 0.07], "energy_ev": -58430.4083, "charge": 2}

---

# 4
{"formula": "C14H24N2O2S", "method": "wB97M-V/def2-TZVPD", "symbols": ["O", "C", "C", "C", "N", "C", "S", "C", "H", "H", "H", "H", "H", "H", "C", "C", "C", "C", "C", "C", "N", "O", "C", "C", "C", "H", "H", "H", "H", "H", "H", "H", "H", "H", "H", "H", "H", "H", "H", "H", "H", "H", "H"], "coordinates": [[0.406996, 6.397149, -1.912331], [0.627014, 5.493443, -0.856384], [0.181333, 4.076564, -0.885271], [0.460380, 3.251853, 0.287600], [1.115924, 3.775602, 1.405413], [1.533742, 5.117597, 1.463055], [2.350872, 5.819973, 2.955374], [1.321982, 6.056332, 0.356689], [-0.341475, 6.953323, -1.611372], [-0.348453, 3.715152, -1.797524], [0.109708, 2.170371, 0.294921], [1.308162, 3.186112, 2.216268], [1.288737, 6.466309, 3.568037], [1.646743, 7.124870, 0.435565], [-1.075586, -2.352195, -2.474281], [-1.460449, -2.376942, -0.981854], [-1.269962, -3.801267, -0.425030], [0.180520, -4.249303, -0.263867], [1.150543, -3.093418, -0.018984], [0.505061, -1.819869, 0.562086], [-0.569675, -1.394574, -0.338892], [-1.202623, -0.254116, 0.068115], [1.603202, -0.745904, 0.565393], [0.076322, -2.071497, 2.018168], [-2.966606, -2.084862, -0.891294], [-1.237906, -1.360710, -2.903049], [-1.676125, -3.063592, -3.053417], [-0.025261, -2.608557, -2.629537], [-1.760453, -3.874407, 0.550779], [-1.792774, -4.525463, -1.060011], [0.237316, -4.963299, 0.563735], [0.501274, -4.800150, -1.152938], [1.963397, -3.440193, 0.627227], [1.629396, -2.843851, -0.972033], [1.910552, -0.494795, -0.453466], [2.492595, -1.095754, 1.099474], [1.271977, 0.174058, 1.054996], [0.937868, -2.375831, 2.622556], [-0.674896, -2.858146, 2.111575], [-0.332769, -1.169357, 2.478549], [-3.535677, -2.839974, -1.442773], [-3.224575, -1.117695, -1.325214], [-3.316349, -2.102989, 0.143952]], "forces_ev_per_a": [[-0.568, -1.136, 1.378], [0.454, -0.422, 1.763], [1.523, 1.750, 2.006], [-0.515, 0.639, -1.897], [-0.192, 1.250, -1.173], [-0.590, 2.479, -1.617], [-0.938, -0.611, -0.468], [-0.956, -3.851, 0.263], [0.524, -0.178, -0.454], [0.549, 0.055, 1.142], [0.506, 1.256, 0.210], [-0.141, 0.181, -0.439], [0.499, -0.645, -0.692], [-0.346, -1.349, -0.137], [-0.123, -0.300, -0.332], [0.044, -0.696, -0.756], [0.053, -0.141, 0.251], [0.052, -0.215, 0.016], [0.085, -0.041, -0.266], [0.337, -0.455, -0.129], [-0.392, 0.841, 0.601], [0.366, 0.072, 0.125], [0.079, 0.293, 0.013], [-0.120, 0.047, 0.295], [0.040, 0.473, 0.247], [0.005, 0.030, 0.191], [-0.028, -0.003, 0.035], [-0.014, 0.014, 0.117], [-0.059, 0.206, -0.068], [-0.048, 0.207, -0.053], [-0.037, 0.017, -0.055], [0.022, 0.038, 0.043], [-0.071, 0.195, 0.097], [-0.085, 0.213, 0.068], [-0.143, -0.065, 0.011], [-0.106, -0.106, 0.027], [-0.153, -0.094, -0.039], [0.024, -0.007, -0.112], [0.019, 0.035, -0.111], [-0.066, 0.017, -0.229], [0.261, -0.120, 0.012], [0.156, 0.009, 0.155], [0.093, 0.117, -0.043]], "lowdin_charge": [0.00, -0.24, 0.05, -0.01, 0.04, -0.55, 0.74, 0.00, 0.12, 0.13, 0.13, 0.15, -0.11, 0.12, -0.04, -0.51, -0.16, -0.18, -0.15, -0.52, -0.18, -0.23, -0.06, -0.03, -0.06, 0.08, 0.08, 0.07, 0.10, 0.11, 0.10, 0.10, 0.11, 0.11, 0.08, 0.08, 0.05, 0.08, 0.07, 0.07, 0.08, 0.07, 0.08], "relative_energy_kcal_mol": 185.5, "charge": 0}

---

# 5
{"formula": "C3H4O4Sn", "method": "wB97M-V/def2-TZVPD", "symbols": ["C", "C", "O", "C", "O", "O", "O", "Sn", "H", "H", "H", "H"], "coordinates": [[0.815187, 0.381596, -2.457076], [0.495315, -0.572243, -1.393743], [-0.804517, -1.179114, -1.620594], [-1.497594, -1.556195, -0.572511], [-0.902670, -2.068688, 0.431457], [-2.621848, -1.008987, -0.324193], [1.975364, -0.083173, -3.172345], [-2.028975, -1.004038, 1.497659], [-0.019414, 0.441416, -3.180692], [0.319528, -0.058690, -0.155661], [2.727269, 0.437951, -2.891336], [1.189525, -1.420034, -1.248428]], "forces_ev_per_a": [[0.575, -2.529, -1.936], [-0.671, 0.345, 5.142], [-0.927, -0.340, -1.421], [1.313, 0.685, -1.655], [3.055, -3.103, -3.069], [-1.148, -0.360, -4.348], [-1.104, 1.187, 0.625], [-2.776, 3.368, 9.835], [0.360, 0.810, 0.518], [0.837, -1.012, -3.492], [0.399, 0.085, 0.060], [0.088, 0.863, -0.259]], "lowdin_charge": [-0.07, -0.16, 0.01, -0.83, -0.24, -0.19, -0.06, 1.02, 0.12, 0.18, 0.08, 0.13], "relative_energy_kcal_mol": 51.0, "charge": 0}

---

# 6
{"formula": "C9H18MnOP", "method": "wB97M-V/def2-TZVPD", "symbols": ["C", "C", "C", "C", "C", "Mn", "P", "H", "H", "H", "H", "H", "H", "H", "H", "C", "C", "O", "C", "C", "H", "H", "H", "H", "H", "H", "H", "H", "H", "H"], "coordinates": [[0.287927, -1.117416, -3.138435], [-0.913905, -0.276303, -3.412919], [-0.660804, 1.022980, -2.892790], [0.598214, 1.042582, -2.203520], [1.187637, -0.363271, -2.255116], [-0.584771, -0.631572, -1.342222], [0.231383, -2.700710, -0.532406], [0.142420, -2.209454, -3.420850], [-1.881201, -0.480335, -3.843921], [-1.299855, 1.828042, -2.938231], [2.246379, -0.454670, -1.662350], [0.827800, 1.887843, -1.507028], [1.551079, -2.608783, -0.077315], [0.346592, -3.968863, -1.266603], [-0.368911, -3.273668, 0.571995], [-1.600416, 2.061139, 2.319330], [-0.467606, 1.748670, 1.265987], [-0.451661, 0.371059, 0.898841], [-0.019789, -0.409607, 2.023582], [1.543789, -0.232268, 2.175959], [-2.463307, 1.365251, 2.208193], [-1.909195, 3.110711, 2.129522], [-1.168000, 2.020431, 3.347326], [-0.575054, 2.365332, 0.346324], [0.509650, 2.008560, 1.780730], [-0.544281, -0.036429, 2.951231], [-0.271274, -1.497162, 1.830522], [1.769499, 0.864572, 2.294335], [1.866481, -0.802697, 3.075471], [2.071181, -0.633965, 1.274347]], "forces_ev_per_a": [[-1.470, -0.845, -1.127], [1.616, 0.507, 0.417], [2.516, -1.728, 0.766], [-0.760, -1.110, 0.107], [2.125, 2.693, 0.412], [-1.580, -0.197, 2.162], [-0.451, -0.566, -0.767], [1.186, 1.570, 0.402], [0.338, -0.604, -0.492], [-1.382, 1.620, -0.139], [-2.690, -0.522, -2.186], [0.420, -1.006, -0.931], [0.203, -0.323, 0.179], [-0.001, 1.022, 0.438], [0.060, -0.556, 0.747], [0.680, 0.352, -0.500], [-0.083, 0.679, 0.956], [-0.136, -0.024, 0.377], [1.080, -0.279, 0.229], [-0.773, -0.158, 0.114], [0.609, 0.587, 0.090], [-0.091, -0.661, 0.281], [-0.610, -0.065, -0.697], [0.020, -0.666, 0.588], [-1.076, -0.027, -0.982], [0.501, -0.675, -0.901], [0.125, 1.439, 0.280], [0.112, -1.377, 0.013], [-0.010, 0.513, -0.563], [-0.480, 0.406, 0.727]], "lowdin_charge": [-0.29, -0.21, -0.19, -0.17, -0.29, 0.32, 0.75, 0.09, 0.09, 0.07, 0.14, 0.09, -0.11, -0.07, -0.14, -0.07, -0.26, -0.28, -0.26, -0.06, 0.09, 0.08, 0.07, 0.12, 0.11, 0.11, 0.08, 0.07, 0.08, 0.06], "multiplicity": 5, "relative_energy_kcal_mol": 0.0, "charge": 0, "s_squared": 6.095}